(1)
Entry from the Open Molecules 2025 dataset: 12 unconnected molecules or ions with the total composition C43H49Br2F6N5O10 in a non-equilibrium geometry (the ωB97M-V functional and the def2-TZVPD basis).

SMILES	C[N+](=O)[O-].C[N+](=O)[O-].C[N+](=O)[O-].C[N+](=O)[O-].C[N+](=O)[O-].Fc1ccccc1.Fc1ccccc1.Fc1ccccc1.Fc1ccccc1.Fc1ccccc1.Fc1ccccc1.BrCCBr
electronic energy	-8440.85760	hartree
spin multiplicity	1
Kohn-Sham gap	9.08	eV

Each line ends with the Mulliken charge.
Positions of all 115 atoms, in Å:
C 7.94 -19.25 22.13  -0.53
N 8.34 -20.53 22.83  0.94
O 9.05 -21.30 22.22  -0.50
O 7.89 -20.73 23.94  -0.59
H 7.19 -18.77 22.75  0.37
H 7.65 -19.58 21.14  0.07
H 8.84 -18.64 22.12  0.24
C 8.67 -10.66 20.64  -0.49
N 9.27 -11.94 21.12  0.92
O 8.99 -12.28 22.26  -0.58
O 10.01 -12.55 20.38  -0.44
H 7.59 -10.78 20.64  0.28
H 9.02 -10.54 19.62  -0.03
H 9.00 -9.86 21.29  0.31
C 12.27 -17.89 15.50  -0.16
N 11.89 -16.72 14.68  1.15
O 12.34 -15.64 14.98  -0.57
O 11.15 -16.92 13.74  -0.62
H 12.27 -17.65 16.56  -0.33
H 13.21 -18.28 15.13  0.43
H 11.46 -18.61 15.39  0.10
C 12.19 -21.67 22.04  -0.47
N 12.59 -22.26 20.74  0.94
O 11.85 -23.11 20.28  -0.56
O 13.58 -21.85 20.17  -0.54
H 11.85 -22.49 22.66  0.34
H 11.36 -20.98 21.91  0.04
H 13.06 -21.14 22.42  0.24
C 12.59 -22.17 17.04  -0.86
N 11.83 -20.90 17.18  0.88
O 10.76 -20.82 16.60  -0.51
O 12.31 -20.03 17.86  -0.37
H 13.15 -22.30 17.97  0.24
H 13.27 -22.03 16.21  0.31
H 11.89 -22.99 16.94  0.29
Br 9.81 -12.75 15.17  -0.07
C 9.74 -10.79 15.23  -0.72
C 10.00 -10.34 16.64  0.19
Br 9.91 -8.39 16.77  -0.14
H 8.79 -10.55 14.76  0.45
H 10.50 -10.40 14.55  0.44
H 11.00 -10.64 16.96  -0.05
H 9.25 -10.78 17.29  -0.15
F 4.15 -22.18 19.03  -0.32
C 5.48 -22.37 19.04  0.06
C 5.99 -23.62 19.23  -0.58
C 7.35 -23.80 19.40  -0.50
C 8.21 -22.71 19.31  -0.91
C 7.68 -21.45 19.03  0.05
C 6.31 -21.25 18.94  -0.25
H 5.32 -24.47 19.33  0.41
H 7.77 -24.77 19.64  0.40
H 9.27 -22.83 19.48  0.46
H 8.38 -20.63 18.94  0.59
H 5.88 -20.31 18.62  0.55
F 10.21 -19.11 20.01  -0.22
C 10.08 -18.00 19.23  0.87
C 9.58 -18.08 17.95  0.90
C 9.57 -16.92 17.18  -1.47
C 9.92 -15.70 17.73  -0.76
C 10.43 -15.66 19.03  -0.57
C 10.56 -16.82 19.78  -0.69
H 9.25 -19.03 17.57  -0.28
H 9.14 -17.00 16.19  0.97
H 9.91 -14.79 17.16  0.13
H 10.76 -14.69 19.39  0.65
H 11.06 -16.86 20.73  0.55
F 14.08 -14.34 20.91  -0.32
C 13.86 -13.24 20.16  0.53
C 14.19 -12.00 20.67  -0.73
C 13.82 -10.89 19.93  -0.48
C 13.10 -11.02 18.74  -0.62
C 12.86 -12.29 18.21  -0.75
C 13.23 -13.41 18.95  0.13
H 14.71 -11.94 21.62  0.45
H 14.08 -9.89 20.26  0.40
H 13.00 -10.16 18.10  0.44
H 12.41 -12.43 17.24  0.42
H 12.98 -14.40 18.57  0.61
F 15.28 -15.82 18.05  -0.37
C 15.16 -16.63 19.12  -0.08
C 16.24 -16.83 19.95  -0.64
C 16.13 -17.78 20.95  -0.59
C 14.99 -18.56 21.10  -0.60
C 13.89 -18.30 20.28  -0.25
C 13.99 -17.34 19.29  1.43
H 17.20 -16.35 19.84  0.45
H 16.96 -17.94 21.63  0.38
H 14.98 -19.24 21.94  0.32
H 12.96 -18.84 20.33  0.33
H 13.15 -17.18 18.63  -0.43
F 4.93 -18.87 16.52  -0.35
C 5.76 -19.02 15.47  -0.03
C 7.03 -19.54 15.73  0.53
C 7.94 -19.57 14.70  -0.47
C 7.61 -19.05 13.45  -0.67
C 6.33 -18.57 13.21  -0.44
C 5.38 -18.54 14.23  -0.54
H 7.24 -19.79 16.76  0.26
H 8.96 -19.92 14.83  0.42
H 8.33 -19.10 12.65  0.43
H 6.07 -18.22 12.22  0.40
H 4.37 -18.24 14.01  0.46
F 6.63 -11.87 18.40  -0.39
C 6.66 -13.13 17.93  0.45
C 6.48 -13.37 16.58  -0.39
C 6.35 -14.66 16.10  -0.70
C 6.47 -15.72 16.99  -0.07
C 6.71 -15.48 18.34  -0.65
C 6.76 -14.19 18.82  -0.44
H 6.57 -12.49 15.94  0.51
H 6.23 -14.84 15.04  0.45
H 6.48 -16.75 16.64  0.36
H 6.82 -16.30 19.04  0.44
H 6.93 -13.97 19.87  0.46

(2)
Entry from the Open Molecules 2025 dataset: 2 unconnected molecules or ions with the total composition C4H11N3O in a non-equilibrium geometry (the ωB97M-V functional and the def2-TZVPD basis).

SMILES	[H]/N=C(/C)N.C/C=N/O
electronic energy	-398.42079	hartree
spin multiplicity	1
ΔE to the lowest compared entry with this formula, charge and spin	83.7	kcal/mol
Kohn-Sham gap	9.64	eV

Each line ends with the natural charge from an NBO analysis.
Positions of all 19 atoms, in Å:
C 1.71 -1.43 -0.52  -0.68
C 1.26 0.00 -0.43  0.44
N 0.64 0.55 -1.57  -0.84
N 1.91 0.78 0.39  -0.71
H 0.21 1.46 -1.43  0.40
H 0.32 -0.10 -2.28  0.39
H 1.55 1.74 0.29  0.32
H 2.80 -1.49 -0.50  0.25
H 1.33 -1.97 0.36  0.23
H 1.32 -1.93 -1.41  0.21
C -0.96 0.09 2.04  -0.66
C -1.24 -0.05 0.57  0.05
O -2.32 0.61 -1.26  -0.58
N -1.63 1.02 -0.11  -0.15
H -2.67 1.46 -1.60  0.48
H -1.56 -1.05 0.24  0.18
H -1.85 -0.20 2.61  0.23
H -0.67 1.11 2.29  0.23
H -0.15 -0.60 2.30  0.22

(3)
Entry from the Open Molecules 2025 dataset: a gas-phase ion, C7H9N2 (charge +1) in a non-equilibrium geometry (the ωB97M-V functional and the def2-TZVPD basis).

SMILES	C1=NC=[NH+][C@H]2CCC=C12
electronic energy	-381.33271	hartree
spin multiplicity	1
ΔE to the lowest compared entry with this formula, charge and spin	44.5	kcal/mol
total charge	+1
Kohn-Sham gap	8.73	eV

Each line ends with the natural charge from an NBO analysis.
Positions of all 18 atoms, in Å:
C 0.98 -1.41 0.17  0.01
C -1.60 -1.33 -0.37  0.24
C -2.24 0.69 0.51  0.40
C -0.19 -0.89 -0.22  -0.17
C 1.96 -0.39 0.44  -0.46
C 1.40 0.82 -0.33  -0.40
C -0.09 0.53 -0.64  -0.10
N -2.56 -0.52 -0.01  -0.46
N -1.14 1.22 0.14  -0.42
H 1.10 -2.44 0.34  0.24
H -1.94 -2.39 -0.52  0.24
H -2.86 1.31 1.04  0.23
H 1.93 -0.26 1.54  0.25
H 2.99 -0.52 0.18  0.26
H 1.55 1.64 0.25  0.23
H 1.95 1.06 -1.29  0.25
H -0.27 0.75 -1.67  0.24
H -0.98 2.13 0.44  0.42

(4)
Entry from the Open Molecules 2025 dataset: a molecular structure, C23H24IrN3OS3 (the ωB97M-V functional and the def2-TZVPD basis).

electronic energy	-2428.64868	hartree
spin multiplicity	5
ΔE to the lowest compared entry with this formula, charge and spin	3.0	kcal/mol
total charge	+2
Kohn-Sham gap (alpha / beta)	6.43 / 5.55	eV

Each line ends with the Löwdin spin population.
Positions of all 55 atoms, in Å:
Ir -0.31 0.11 1.02  2.12
C -1.26 3.27 2.37  0.00
C -1.64 1.83 2.54  0.04
C -0.71 0.90 3.09  0.01
C -1.12 -0.43 3.40  0.03
C -0.21 -1.35 4.16  0.00
C -2.44 -0.80 3.13  0.07
C -3.36 0.11 2.62  0.09
C -4.80 -0.28 2.48  0.01
C -2.94 1.40 2.30  0.08
H -1.73 3.86 3.16  0.00
H -1.61 3.66 1.42  0.00
H -0.18 3.42 2.44  0.00
H 0.20 1.28 3.53  0.00
H -0.42 -1.25 5.23  0.00
H 0.84 -1.09 4.01  0.00
H -0.37 -2.39 3.89  0.00
H -2.77 -1.80 3.40  0.00
H -5.30 -0.12 3.44  0.01
H -4.92 -1.34 2.24  0.00
H -5.33 0.33 1.74  0.00
H -3.66 2.12 1.91  0.00
N 1.12 -1.37 -2.83  0.08
C 2.51 -1.37 -2.90  0.06
C 3.14 -1.25 -4.14  0.00
C 4.52 -1.22 -4.21  0.05
C 5.29 -1.30 -3.05  0.02
C 4.68 -1.43 -1.82  0.02
C 3.29 -1.48 -1.74  0.07
S 2.51 -1.72 -0.19  0.39
N 0.93 -1.35 -0.49  0.14
C 0.42 -1.29 -1.69  0.03
C -1.05 -1.12 -1.77  0.01
C -1.78 -1.62 -2.83  0.00
C -3.16 -1.49 -2.84  0.00
C -3.76 -0.83 -1.77  0.00
C -2.96 -0.36 -0.74  0.01
N -1.63 -0.50 -0.73  0.06
H 0.63 -1.27 -3.70  0.00
H 2.55 -1.19 -5.04  0.00
H 5.00 -1.13 -5.17  0.00
H 6.37 -1.26 -3.11  0.00
H 5.28 -1.52 -0.91  0.00
H -1.29 -2.16 -3.64  0.00
H -3.75 -1.89 -3.65  0.00
H -4.83 -0.69 -1.74  0.00
H -3.39 0.15 0.10  0.00
C 3.61 3.08 -0.96  0.01
O 3.44 2.13 0.10  0.01
C 2.28 1.61 0.36  0.03
S 2.22 0.51 1.67  0.32
S 0.85 1.95 -0.46  0.20
H 4.67 3.09 -1.19  0.00
H 3.29 4.06 -0.63  0.00
H 3.03 2.78 -1.84  0.00

(5)
Entry from the Open Molecules 2025 dataset: a molecular structure, C18H50BInN7O6P2 in a non-equilibrium geometry (the ωB97M-V functional and the def2-TZVPD basis).

electronic energy	-2448.23725	hartree
spin multiplicity	1
total charge	-1
Kohn-Sham gap	6.24	eV

Each line ends with the Mulliken charge.
Positions of all 85 atoms, in Å:
C 0.44 1.63 1.52  -0.70
C 0.54 3.13 1.18  -0.14
O 0.17 3.28 -0.19  -0.28
B -0.58 4.42 -0.45  0.14
O -0.11 5.22 -1.52  -0.53
In -2.48 5.08 0.61  0.64
N -3.20 3.64 2.08  -0.19
C -3.85 4.23 3.15  0.82
C -3.36 5.51 3.81  -1.29
O -4.83 3.70 3.65  -0.66
C -4.16 2.71 1.54  0.58
C -5.41 3.13 0.77  -0.98
O -3.99 1.54 1.72  -0.61
H -0.61 1.31 1.52  0.16
H 0.96 1.11 0.71  -0.01
H 0.92 1.38 2.48  0.42
H -0.07 3.74 1.87  0.19
H 1.61 3.40 1.29  0.21
H 0.14 6.10 -1.19  0.28
H -2.35 6.67 1.44  -0.39
H -3.73 5.33 -0.67  -0.40
H -3.74 5.50 4.84  0.36
H -3.81 6.40 3.34  0.26
H -2.27 5.64 3.78  0.26
H -5.27 4.03 0.16  0.27
H -5.68 2.30 0.10  0.28
H -6.21 3.37 1.48  0.27
O 3.49 0.99 0.09  -0.65
P 4.63 0.16 -0.45  0.82
N 5.63 1.49 -0.95  0.08
C 6.68 1.47 -1.95  -0.79
C 6.00 2.42 0.12  -1.04
N 3.78 -0.46 -1.82  0.26
C 4.18 -0.19 -3.18  -1.22
C 2.32 -0.47 -1.73  -1.17
N 5.92 -1.02 -0.73  -0.07
C 5.47 -2.42 -0.85  -1.02
C 6.89 -1.02 0.40  -1.13
H 7.60 0.98 -1.61  0.26
H 6.94 2.50 -2.22  0.38
H 6.37 1.01 -2.88  0.18
H 6.84 2.05 0.72  0.27
H 5.17 2.60 0.79  0.21
H 6.28 3.39 -0.30  0.39
H 4.11 0.87 -3.43  0.32
H 3.54 -0.75 -3.88  0.42
H 5.19 -0.56 -3.38  0.34
H 1.89 0.52 -1.93  0.40
H 1.98 -0.79 -0.74  0.30
H 1.90 -1.17 -2.45  0.35
H 4.85 -2.73 -0.01  0.36
H 6.33 -3.09 -0.91  0.39
H 4.91 -2.59 -1.77  0.29
H 6.40 -1.26 1.35  0.38
H 7.38 -0.05 0.50  0.26
H 7.68 -1.74 0.22  0.41
O -0.77 -3.46 -0.11  -0.83
P -2.24 -3.81 -0.02  0.88
N -2.60 -3.62 -1.70  0.08
C -3.90 -3.35 -2.29  -0.74
C -1.83 -4.47 -2.60  -1.11
N -2.71 -2.40 0.85  0.22
C -3.65 -1.41 0.32  -1.15
C -1.66 -1.70 1.60  -1.12
N -3.82 -4.52 0.33  -0.03
C -4.22 -4.51 1.75  -0.98
C -3.85 -5.95 -0.07  -1.12
H -4.56 -4.23 -2.30  0.24
H -3.77 -3.03 -3.33  0.39
H -4.42 -2.53 -1.81  0.17
H -2.24 -5.49 -2.66  0.30
H -0.79 -4.55 -2.28  0.28
H -1.82 -4.06 -3.61  0.38
H -3.26 -0.92 -0.58  0.34
H -3.86 -0.64 1.06  0.50
H -4.62 -1.87 0.11  0.25
H -1.04 -1.08 0.95  0.35
H -1.02 -2.41 2.12  0.36
H -2.11 -1.06 2.37  0.35
H -3.45 -4.95 2.40  0.34
H -5.15 -5.08 1.88  0.39
H -4.43 -3.51 2.11  0.28
H -3.09 -6.54 0.45  0.37
H -3.68 -6.07 -1.14  0.25
H -4.83 -6.39 0.14  0.42